Density functional theory data (ωB97M-V/def2-TZVPD) for a cluster of 11 separate species, C25H39N15OP in total at a distorted geometry.

Properties
M	596.67	g/mol
HOMO energy	-10.9	eV
total charge	+1
HOMO-LUMO gap	7.98	eV
lowest unoccupied orbital energy	-2.9	eV
E_tot	-2213.59395	Eh

Last column: Löwdin charge in e.
Atoms and positions in Å:
1 C 3.547 0.176 3.405  -0.316
2 P 2.193 -0.784 2.569  0.888
3 C 0.591 -0.122 3.349  -0.285
4 N 1.990 -0.444 0.841  -0.110
5 C 2.825 0.129 0.000  -0.361
6 N 4.082 0.649 0.318  0.204
7 C 4.525 1.164 -0.884  -0.267
8 N 5.775 1.856 -1.048  0.199
9 C 6.633 1.036 -1.490  -0.256
10 O 7.332 0.243 -1.905  0.271
11 N 3.621 0.939 -1.913  0.123
12 N 2.569 0.305 -1.352  0.116
13 H 3.664 1.178 2.923  0.032
14 H 4.505 -0.402 3.269  0.040
15 H 3.397 0.227 4.519  0.063
16 H -0.131 0.130 2.529  0.015
17 H 0.865 0.865 3.824  0.045
18 H 0.187 -0.806 4.123  -0.008
19 H 1.098 -0.733 0.424  0.060
20 H 3.789 1.223 -2.878  0.165
21 H 1.730 -0.009 -1.847  0.137
22 C -1.700 -2.257 6.653  -0.052
23 C -0.841 -1.067 6.449  -0.258
24 N -0.176 -0.146 6.292  0.132
25 H -2.727 -1.945 6.842  0.085
26 H -1.678 -2.887 5.764  0.080
27 H -1.340 -2.831 7.505  0.085
28 C -2.733 0.568 0.325  -0.040
29 C -1.617 -0.140 -0.342  -0.227
30 N -0.751 -0.689 -0.858  0.125
31 H -3.144 1.326 -0.341  0.090
32 H -3.522 -0.137 0.585  0.064
33 H -2.371 1.053 1.232  0.085
34 C 0.180 -2.020 -4.318  -0.050
35 C 1.051 -0.831 -4.478  -0.249
36 N 1.723 0.092 -4.605  0.136
37 H -0.845 -1.703 -4.129  0.084
38 H 0.208 -2.622 -5.226  0.089
39 H 0.528 -2.622 -3.479  0.082
40 C -6.540 0.055 -1.768  -0.090
41 C -6.353 -0.069 -0.302  -0.247
42 N -6.224 -0.168 0.840  0.137
43 H -6.838 -0.906 -2.186  0.073
44 H -7.313 0.791 -1.983  0.078
45 H -5.610 0.372 -2.236  0.066
46 C 8.393 -2.689 -3.509  -0.080
47 C 9.130 -3.909 -3.103  -0.270
48 N 9.699 -4.852 -2.788  0.127
49 H 9.003 -2.097 -4.190  0.082
50 H 7.466 -2.964 -4.012  0.056
51 H 8.156 -2.090 -2.631  0.049
52 C 8.507 3.591 -0.712  -0.092
53 C 9.407 4.636 -0.173  -0.266
54 N 10.103 5.444 0.245  0.137
55 H 7.878 4.016 -1.494  0.078
56 H 9.095 2.774 -1.132  0.076
57 H 7.871 3.200 0.082  0.066
58 C -8.474 -0.321 3.522  -0.078
59 C -8.314 -0.447 4.990  -0.280
60 N -8.188 -0.539 6.126  0.113
61 H -8.768 -1.280 3.098  0.077
62 H -9.241 0.419 3.296  0.080
63 H -7.533 -0.006 3.073  0.038
64 C -8.594 -1.252 -5.643  -0.055
65 C -7.648 -0.234 -5.128  -0.254
66 N -6.915 0.553 -4.730  0.134
67 H -9.244 -0.804 -6.394  0.085
68 H -8.042 -2.075 -6.095  0.082
69 H -9.205 -1.636 -4.827  0.081
70 C -6.823 3.192 7.176  -0.067
71 C -6.844 3.245 5.696  -0.281
72 N -6.862 3.282 4.550  0.113
73 H -6.443 2.225 7.505  0.076
74 H -6.179 3.980 7.566  0.078
75 H -7.831 3.329 7.566  0.081
76 C 4.726 -0.589 -5.324  -0.087
77 C 5.850 -1.285 -5.987  -0.261
78 N 6.736 -1.816 -6.482  0.149
79 H 4.313 0.168 -5.989  0.081
80 H 3.944 -1.300 -5.066  0.056
81 H 5.083 -0.107 -4.413  0.047

***

Density functional theory data (ωB97M-V/def2-TZVPD) for a structure of composition C25H39N7O2STi at a distorted geometry.

Properties
M	549.57	g/mol
HOMO energy	-13.3	eV
total charge	+2
HOMO-LUMO gap	7.22	eV
lowest unoccupied orbital energy	-6.1	eV
E_tot	-2757.15224	Eh

Last column: Löwdin charge in e.
Atoms and positions in Å:
1 Ti 0.044 0.230 0.654  1.146
2 O 1.061 -0.946 -0.213  -0.203
3 C 0.990 -1.955 -1.071  -0.295
4 C 2.063 -2.267 -1.909  0.007
5 C 2.021 -3.388 -2.715  -0.042
6 C 0.912 -4.235 -2.707  -0.061
7 C -0.170 -3.919 -1.918  -0.020
8 C -0.160 -2.773 -1.113  -0.174
9 C -1.200 -2.535 -0.157  -0.043
10 N -1.284 -1.483 0.581  -0.063
11 C -2.018 -1.612 1.833  -0.162
12 C -0.905 -1.791 2.871  -0.146
13 N 0.008 -0.668 2.663  -0.027
14 C 0.660 -0.198 3.666  -0.023
15 C 1.285 1.099 3.660  -0.151
16 C 2.178 1.487 4.667  -0.008
17 C 2.626 2.787 4.742  -0.049
18 C 2.119 3.736 3.855  -0.030
19 C 1.213 3.381 2.872  0.000
20 C 0.823 2.051 2.717  -0.320
21 O 0.033 1.667 1.720  -0.198
22 H 2.938 -1.628 -1.904  0.120
23 H 2.869 -3.626 -3.343  0.121
24 H 0.913 -5.141 -3.296  0.118
25 H -1.045 -4.559 -1.901  0.129
26 H -1.900 -3.356 0.010  0.155
27 H -2.702 -2.462 1.846  0.135
28 H -2.573 -0.701 2.061  0.115
29 H -0.391 -2.739 2.690  0.140
30 H -1.314 -1.800 3.883  0.136
31 H 0.655 -0.732 4.619  0.157
32 H 2.520 0.747 5.380  0.129
33 H 3.338 3.075 5.501  0.119
34 H 2.440 4.766 3.932  0.123
35 H 0.802 4.133 2.209  0.126
36 N -1.951 1.081 0.011  -0.013
37 C -1.767 2.504 -0.356  -0.173
38 C -0.557 2.616 -1.290  -0.157
39 N 0.287 1.411 -1.170  -0.166
40 C 1.694 1.674 -1.523  -0.170
41 C 2.454 2.124 -0.287  -0.190
42 N 2.437 1.027 0.693  0.024
43 H -2.710 1.030 0.684  0.116
44 H -2.261 0.567 -0.814  0.049
45 H -2.658 2.906 -0.839  0.134
46 H -1.592 3.060 0.561  0.113
47 H -0.894 2.723 -2.324  0.126
48 H 0.024 3.500 -1.031  0.129
49 H -0.098 0.728 -1.854  -0.018
50 H 2.134 0.747 -1.894  0.114
51 H 1.768 2.426 -2.312  0.137
52 H 3.467 2.426 -0.563  0.134
53 H 1.954 2.983 0.163  0.110
54 H 3.033 0.271 0.374  0.109
55 H 2.828 1.359 1.570  0.100
56 C -2.422 -3.713 -6.524  -0.065
57 C -1.098 -3.098 -6.101  -0.226
58 N -1.269 -2.391 -4.830  0.015
59 C -0.744 -1.246 -4.406  -0.784
60 S -1.490 -0.464 -3.086  0.704
61 N 0.344 -0.695 -4.949  0.018
62 C 1.325 -1.237 -5.889  -0.232
63 C 1.244 -0.587 -7.263  -0.065
64 H -2.302 -4.226 -7.476  0.088
65 H -3.184 -2.944 -6.645  0.088
66 H -2.770 -4.440 -5.788  0.081
67 H -0.762 -2.394 -6.861  0.100
68 H -0.343 -3.881 -5.987  0.117
69 H -2.050 -2.708 -4.277  0.112
70 H 0.510 0.253 -4.657  0.118
71 H 1.196 -2.315 -5.952  0.097
72 H 2.311 -1.048 -5.456  0.119
73 H 0.284 -0.784 -7.740  0.071
74 H 2.030 -0.980 -7.906  0.088
75 H 1.372 0.493 -7.187  0.082

***

Density functional theory data (ωB97M-V/def2-TZVPD) for a structure of composition C25H40AlBr4Cl3CsF4N2NaO13PS at a distorted geometry.

Properties
M	1324.48	g/mol
HOMO energy	-2.9	eV
total charge	-1
HOMO-LUMO gap	0.94	eV
lowest unoccupied orbital energy	-2.0	eV
E_tot	-15304.49947	Eh

Last column: Löwdin charge in e.
Atoms and positions in Å:
1 C 4.549 2.075 2.496  -0.088
2 C 3.036 2.651 2.235  -0.337
3 O 2.095 2.405 3.375  -0.085
4 C 2.412 1.924 0.867  -0.167
5 N 1.020 2.491 0.693  -0.115
6 C -0.019 1.430 0.406  -0.439
7 C -1.496 2.210 0.480  -0.307
8 O -2.537 1.174 0.389  -0.184
9 C -3.838 1.639 0.896  -0.116
10 C -4.595 0.665 1.776  -0.193
11 P -3.878 -1.055 2.254  0.404
12 S -3.762 -1.044 4.235  0.106
13 C -6.081 1.048 2.364  -0.243
14 O -6.772 0.061 2.973  -0.505
15 C -6.746 2.545 2.194  0.068
16 C -5.976 3.537 1.342  -0.146
17 N -6.599 4.916 1.219  0.021
18 C -4.546 3.088 0.598  -0.156
19 O -4.061 4.000 -0.284  -0.126
20 H 4.676 1.953 3.657  0.102
21 H 5.297 2.874 2.028  -0.001
22 H 4.612 1.035 1.915  0.113
23 H 2.990 3.829 2.060  0.162
24 H 2.623 2.758 4.171  0.118
25 H 2.474 0.756 0.902  0.139
26 H 3.067 2.357 -0.030  0.133
27 H 0.980 3.260 -0.011  0.088
28 H 0.010 0.511 1.166  0.165
29 H 0.161 0.940 -0.667  -0.317
30 H -1.562 2.845 1.468  -0.138
31 H -1.515 2.895 -0.497  0.068
32 H -4.723 -2.170 1.895  -0.091
33 H -2.492 -1.239 1.805  -0.024
34 H -7.760 2.802 2.722  0.126
35 H -6.609 5.430 2.137  0.094
36 H -6.146 5.493 0.471  0.075
37 Na 7.040 3.279 2.524  0.551
38 Br -1.960 4.585 2.321  -0.243
39 Cs 0.140 1.671 -2.139  1.376
40 Br 2.810 -1.849 -5.795  0.682
41 C 4.362 -2.206 -4.667  -0.675
42 C 3.997 -3.095 -3.500  -0.671
43 Br 3.052 -2.093 -2.120  0.616
44 H 4.768 -1.237 -4.366  0.024
45 H 5.079 -2.708 -5.324  0.069
46 H 4.898 -3.475 -3.010  0.065
47 H 3.357 -3.936 -3.779  0.060
48 C 7.057 2.574 -7.036  -0.015
49 C 7.198 1.950 -5.663  -0.349
50 C 6.578 0.590 -5.547  -0.119
51 O 6.311 0.501 -4.159  0.036
52 C 6.122 1.784 -3.722  -0.498
53 O 5.691 2.083 -2.623  0.127
54 O 6.478 2.686 -4.687  0.093
55 H 7.371 3.622 -7.013  0.092
56 H 7.665 2.040 -7.773  0.094
57 H 6.015 2.566 -7.372  0.093
58 H 8.253 1.940 -5.362  0.164
59 H 7.254 -0.208 -5.866  0.149
60 H 5.629 0.494 -6.087  0.139
61 C 4.197 -4.052 -12.350  -0.053
62 O 3.075 -3.719 -11.534  -0.010
63 C 3.146 -4.194 -10.265  -0.558
64 O 4.060 -4.855 -9.797  0.106
65 O 2.025 -3.807 -9.607  -0.009
66 C 1.962 -4.240 -8.250  -0.084
67 H 4.034 -3.622 -13.341  0.094
68 H 5.116 -3.625 -11.936  0.097
69 H 4.288 -5.138 -12.456  0.099
70 H 2.791 -3.819 -7.672  0.020
71 H 1.963 -5.333 -8.192  0.102
72 H 1.024 -3.874 -7.822  0.092
73 C -3.628 1.002 7.401  -0.031
74 C -2.863 0.224 8.452  -0.348
75 C -3.412 0.376 9.838  -0.113
76 O -2.277 0.103 10.641  0.062
77 C -1.186 0.462 9.896  -0.516
78 O -0.051 0.541 10.328  0.101
79 O -1.544 0.723 8.601  0.077
80 H -3.087 0.993 6.449  0.055
81 H -4.623 0.574 7.244  0.096
82 H -3.742 2.053 7.686  0.085
83 H -2.790 -0.830 8.159  0.163
84 H -4.218 -0.331 10.051  0.128
85 H -3.757 1.392 10.064  0.138
86 Br -8.860 -0.552 3.417  0.070
87 F -6.064 -4.936 8.876  -0.277
88 Al -6.360 -3.350 9.678  0.130
89 F -8.066 -2.845 9.399  -0.274
90 F -5.247 -2.113 8.990  -0.247
91 F -6.062 -3.509 11.447  -0.279
92 C -6.727 -4.645 0.642  -1.530
93 Cl -5.036 -4.437 0.157  0.489
94 Cl -7.031 -6.319 1.138  0.509
95 Cl -7.141 -3.524 1.951  0.538
96 H -7.363 -4.420 -0.218  0.016

***

The highest E_tot belongs to which entry?
C25H39N15OP

***

HOMO-LUMO gap of number 2 (C25H39N7O2STi)?
7.22 eV

***

Look up the E_tot of the third one.
-15304.49947 Eh